# 1
Below is a molecular structure, C22H19N5O5S3W, with properties calculated with ωB97M-V/def2-TZVPD.

The net charge is +3. The calculation puts the electronic energy at -75113.701 eV. The spin multiplicity is 2. The max |F| comes out at 0.0140 hartree/bohr. The value obtained for the energy relative to the best compared isomer or geometry (same formula, charge and spin) is 25.7 kJ/mol. For the HOMO energy (alpha / beta), the calculation gives -0.5933 / -0.5933 Ha.

Each line ends with the Mulliken charge.
CARTESIAN COORDINATES (ANGSTROEM)
W 0.14 -0.26 0.04  1.8550
O 2.31 2.98 -1.67  -0.3659
C 1.65 1.91 -1.41  0.3975
O 1.19 1.61 -0.29  -0.5365
C 1.42 0.96 -2.53  0.7313
C 1.79 1.12 -3.86  -0.7500
C 1.43 0.13 -4.76  -0.7116
C 0.69 -0.97 -4.31  -1.0344
C 0.36 -1.05 -2.97  1.1058
N 0.73 -0.10 -2.09  0.0989
C -0.45 -2.08 -2.26  0.5126
O -1.03 -3.07 -2.82  -0.3623
O -0.58 -1.92 -1.03  -0.6344
H 2.42 3.57 -0.90  0.4337
H 2.34 2.00 -4.17  0.6020
H 1.70 0.21 -5.80  0.5080
H 0.40 -1.74 -5.01  0.3583
H -0.92 -3.17 -3.78  0.3333
S -0.31 1.02 2.05  -0.1785
C -1.23 2.30 1.48  0.9001
C -1.41 3.44 2.32  -0.3669
N -1.56 4.36 2.99  -0.1811
C -1.91 2.23 0.24  0.7226
S -1.84 0.84 -0.70  -0.1718
C -2.73 3.32 -0.19  -0.3161
N -3.39 4.18 -0.56  -0.2032
S 3.61 -1.20 0.56  -0.0178
C 2.17 -0.84 0.37  -0.1682
C -6.51 -2.98 1.91  -1.0414
C -5.66 -4.24 2.01  -0.7472
N -4.22 -3.97 1.78  0.1172
C -3.64 -4.45 0.53  -0.8413
C -4.05 -3.63 -0.68  -0.9154
C -3.55 -3.41 2.79  0.4015
O -4.00 -3.17 3.89  -0.5876
C -2.08 -3.02 2.63  0.0672
C -1.24 -3.26 3.71  -0.3388
C 0.04 -2.75 3.70  -1.1837
C 0.45 -1.97 2.64  0.1244
N -0.36 -1.71 1.59  -0.1267
C -1.60 -2.25 1.59  0.0182
H -7.55 -3.23 2.10  0.3917
H -6.44 -2.53 0.92  0.2676
H -6.20 -2.25 2.66  0.3195
H -5.96 -4.98 1.27  0.4085
H -5.75 -4.70 3.00  0.4223
H -3.95 -5.49 0.40  0.4090
H -2.55 -4.49 0.64  0.4469
H -5.11 -3.75 -0.88  0.4037
H -3.52 -3.97 -1.57  0.2988
H -3.87 -2.56 -0.53  0.2563
H -1.63 -3.81 4.56  0.6143
H 0.73 -2.92 4.53  0.4589
H 1.42 -1.50 2.65  0.3713
H -2.23 -2.02 0.74  0.4245

# 2
Below is a molecular structure, C22H20AsF6N4O9S2Sn at a distorted geometry, with properties calculated with ωB97M-V/def2-TZVPD.

The net charge is -2. The calculation puts the electronic energy at -152180.441 eV. The spin multiplicity is 2. The max |F| comes out at 0.0706 hartree/bohr. The value obtained for the energy relative to the best compared isomer or geometry (same formula, charge and spin) is 0.0 kJ/mol. For the HOMO energy (alpha / beta), the calculation gives -0.1658 / -0.1725 Ha.

Each line ends with the Mulliken charge.
CARTESIAN COORDINATES (ANGSTROEM)
Sn -8.37 -18.11 -3.40  0.5934
O -6.70 -22.13 -4.66  -0.6977
C -6.73 -22.76 -3.44  0.7206
C -5.99 -23.95 -3.42  -0.7061
C -5.99 -24.72 -2.28  -0.2407
C -6.73 -24.30 -1.18  -0.7854
C -7.37 -23.07 -1.19  -0.2134
C -7.42 -22.25 -2.32  0.0089
C -8.00 -20.89 -2.35  0.7391
O -7.92 -20.22 -3.52  -0.7931
N -8.43 -20.45 -1.22  -1.0794
N -8.51 -19.09 -1.23  0.7036
C -9.00 -18.48 -0.21  -0.7665
C -8.95 -17.00 -0.34  0.9966
C -9.20 -16.28 0.85  -0.7202
C -9.05 -14.86 0.81  -0.4540
C -8.68 -14.32 -0.39  -0.6201
C -8.48 -15.08 -1.54  -0.2508
N -8.71 -16.39 -1.52  -0.0601
H -7.06 -21.17 -4.50  0.4434
H -5.53 -24.07 -4.40  0.3844
H -5.51 -25.67 -2.18  0.3794
H -6.68 -24.86 -0.25  0.3714
H -7.85 -22.79 -0.24  0.3686
H -9.43 -18.89 0.75  0.3785
H -9.43 -16.77 1.78  0.4485
H -9.22 -14.23 1.67  0.4989
H -8.61 -13.25 -0.58  0.3609
H -8.23 -14.58 -2.46  0.4509
O -5.52 -15.77 -2.46  -0.5984
S -5.76 -16.49 -3.69  1.1743
O -4.51 -16.79 -4.40  -0.8938
O -6.27 -17.89 -3.25  -0.4592
O -6.84 -15.90 -4.60  -0.6430
O -1.96 -16.80 -4.11  -0.5396
C -1.68 -17.33 -2.94  0.0408
O -0.60 -17.85 -2.80  -0.6033
C -2.69 -17.39 -1.76  1.0690
C -3.28 -18.64 -1.53  -0.5425
C -4.07 -18.76 -0.43  -0.1191
C -4.33 -17.76 0.51  -0.3091
S -5.28 -18.09 1.90  -0.2022
C -3.70 -16.48 0.13  -0.2173
C -2.88 -16.25 -0.95  -0.4513
H -2.99 -16.72 -4.17  0.6041
H -3.14 -19.60 -2.13  0.2526
H -4.48 -19.81 -0.17  0.2638
H -3.91 -15.65 0.83  0.3019
H -2.55 -15.31 -1.30  0.4296
F -12.40 -15.73 4.06  -0.4919
As -12.28 -17.34 4.70  1.9796
F -10.76 -17.49 3.90  -0.4678
F -11.55 -16.79 6.23  -0.5144
F -11.99 -18.96 5.31  -0.5003
F -13.80 -17.21 5.51  -0.4981
F -13.07 -17.95 3.25  -0.5034
C -7.64 -17.24 -8.12  -0.9215
C -6.84 -15.95 -8.02  0.6701
N -5.73 -15.90 -7.21  -0.2769
O -7.15 -15.03 -8.71  -0.6469
H -8.57 -17.14 -7.59  0.1744
H -7.12 -18.08 -7.72  0.3157
H -7.92 -17.42 -9.15  0.3274
H -5.57 -16.62 -6.47  0.1271
H -5.32 -14.99 -7.11  0.2101

Q: Among the records above, which one has the lowest net charge?
A: C22H20AsF6N4O9S2Sn

Please write out number 1 again, unchanged.
Below is a molecular structure, C22H19N5O5S3W, with properties calculated with ωB97M-V/def2-TZVPD.

The net charge is +3. The calculation puts the electronic energy at -75113.701 eV. The spin multiplicity is 2. The max |F| comes out at 0.0140 hartree/bohr. The value obtained for the energy relative to the best compared isomer or geometry (same formula, charge and spin) is 25.7 kJ/mol. For the HOMO energy (alpha / beta), the calculation gives -0.5933 / -0.5933 Ha.

Each line ends with the Mulliken charge.
CARTESIAN COORDINATES (ANGSTROEM)
W 0.14 -0.26 0.04  1.8550
O 2.31 2.98 -1.67  -0.3659
C 1.65 1.91 -1.41  0.3975
O 1.19 1.61 -0.29  -0.5365
C 1.42 0.96 -2.53  0.7313
C 1.79 1.12 -3.86  -0.7500
C 1.43 0.13 -4.76  -0.7116
C 0.69 -0.97 -4.31  -1.0344
C 0.36 -1.05 -2.97  1.1058
N 0.73 -0.10 -2.09  0.0989
C -0.45 -2.08 -2.26  0.5126
O -1.03 -3.07 -2.82  -0.3623
O -0.58 -1.92 -1.03  -0.6344
H 2.42 3.57 -0.90  0.4337
H 2.34 2.00 -4.17  0.6020
H 1.70 0.21 -5.80  0.5080
H 0.40 -1.74 -5.01  0.3583
H -0.92 -3.17 -3.78  0.3333
S -0.31 1.02 2.05  -0.1785
C -1.23 2.30 1.48  0.9001
C -1.41 3.44 2.32  -0.3669
N -1.56 4.36 2.99  -0.1811
C -1.91 2.23 0.24  0.7226
S -1.84 0.84 -0.70  -0.1718
C -2.73 3.32 -0.19  -0.3161
N -3.39 4.18 -0.56  -0.2032
S 3.61 -1.20 0.56  -0.0178
C 2.17 -0.84 0.37  -0.1682
C -6.51 -2.98 1.91  -1.0414
C -5.66 -4.24 2.01  -0.7472
N -4.22 -3.97 1.78  0.1172
C -3.64 -4.45 0.53  -0.8413
C -4.05 -3.63 -0.68  -0.9154
C -3.55 -3.41 2.79  0.4015
O -4.00 -3.17 3.89  -0.5876
C -2.08 -3.02 2.63  0.0672
C -1.24 -3.26 3.71  -0.3388
C 0.04 -2.75 3.70  -1.1837
C 0.45 -1.97 2.64  0.1244
N -0.36 -1.71 1.59  -0.1267
C -1.60 -2.25 1.59  0.0182
H -7.55 -3.23 2.10  0.3917
H -6.44 -2.53 0.92  0.2676
H -6.20 -2.25 2.66  0.3195
H -5.96 -4.98 1.27  0.4085
H -5.75 -4.70 3.00  0.4223
H -3.95 -5.49 0.40  0.4090
H -2.55 -4.49 0.64  0.4469
H -5.11 -3.75 -0.88  0.4037
H -3.52 -3.97 -1.57  0.2988
H -3.87 -2.56 -0.53  0.2563
H -1.63 -3.81 4.56  0.6143
H 0.73 -2.92 4.53  0.4589
H 1.42 -1.50 2.65  0.3713
H -2.23 -2.02 0.74  0.4245

Q: The highest net charge belongs to which entry?
A: C22H19N5O5S3W